[1]
{
  "formula": "C22H25Br3N6O12",
  "method": "the ωB97M-V functional and the def2-TZVPD basis",
  "elements": ["N", "O", "O", "H", "C", "Br", "O", "C", "C", "O", "C", "O", "N", "Br", "N", "H", "H", "C", "H", "H", "H", "C", "N", "O", "C", "H", "C", "C", "C", "H", "C", "C", "C", "C", "H", "O", "C", "H", "Br", "N", "H", "C", "H", "N", "H", "C", "H", "H", "C", "H", "C", "H", "H", "H", "H", "O", "H", "H", "C", "O", "H", "O", "C", "O", "C", "H", "O", "H"],
  "positions_angstrom": [[14.189, -3.089, 5.606], [11.557, -0.367, 9.844], [10.789, -6.009, 8.706], [16.167, -10.849, 12.626], [13.500, -8.845, 12.994], [13.699, -6.373, 10.134], [12.368, -2.387, 9.927], [7.824, -1.850, 11.109], [16.473, -2.596, 14.676], [11.021, -8.052, 13.926], [14.678, -9.353, 12.506], [18.320, -3.016, 8.088], [11.192, -6.599, 7.713], [16.734, -5.463, 11.276], [11.496, -1.576, 10.143], [15.733, -3.308, 14.341], [12.224, -8.502, 7.228], [18.304, -0.670, 15.507], [17.116, -0.128, 8.246], [14.761, -4.068, 10.383], [15.011, -9.043, 11.527], [9.030, -1.376, 10.626], [17.506, -2.107, 8.347], [13.184, -2.946, 4.905], [18.024, -0.706, 8.075], [12.233, -8.053, 8.893], [14.024, -3.833, 6.850], [10.264, -2.089, 10.725], [16.144, -1.231, 14.650], [19.035, 0.091, 15.737], [10.228, -3.332, 11.448], [18.695, -2.048, 15.513], [17.081, -0.321, 15.082], [15.293, -10.460, 13.128], [6.910, -3.538, 12.111], [20.715, -1.443, 16.410], [9.066, -3.774, 11.989], [16.835, 0.729, 15.135], [14.024, -4.525, 12.826], [11.719, -8.806, 14.635], [15.108, -11.798, 14.706], [17.731, -3.030, 15.124], [12.975, -4.122, 6.923], [19.937, -2.383, 16.148], [14.293, -3.155, 7.659], [13.452, -10.470, 14.686], [9.084, -4.665, 12.599], [18.714, -0.468, 8.885], [14.653, -10.927, 14.259], [14.732, -4.657, 6.940], [12.908, -9.384, 14.090], [15.186, -0.850, 14.330], [8.984, -0.453, 10.068], [10.701, -8.551, 8.185], [18.082, -4.045, 15.239], [20.115, -3.511, 16.631], [11.089, -3.983, 11.495], [12.896, -10.822, 15.542], [7.847, -3.048, 11.891], [11.285, -6.166, 6.513], [6.950, -1.276, 10.839], [15.334, -2.718, 5.314], [14.769, -4.951, 11.021], [16.452, -2.327, 8.933], [11.624, -8.006, 7.990], [18.364, -0.720, 7.040], [11.320, -9.163, 15.725], [13.192, -7.981, 12.424]],
  "lowdin_charge": [-0.42, 0.06, 0.03, 0.11, -0.02, 0.63, 0.07, -0.07, -0.14, 0.05, -0.06, 0.03, -0.40, 0.52, -0.34, -0.02, 0.10, -0.06, 0.09, -0.05, 0.09, -0.02, -0.41, 0.06, 0.06, 0.01, 0.02, -0.10, -0.15, 0.09, -0.01, -0.16, -0.17, -0.04, 0.10, -0.12, -0.08, 0.09, 0.61, -0.33, 0.11, -0.03, 0.08, -0.47, 0.08, -0.01, 0.11, 0.11, -0.08, 0.11, -0.18, 0.08, 0.11, 0.10, 0.09, -0.11, 0.09, 0.13, -0.04, 0.03, 0.10, 0.04, -1.37, 0.03, 0.00, 0.10, 0.08, 0.06],
  "gap_ev": [2.0, 5.4],
  "e_tot_ev": -266839.3977,
  "multiplicity": 2,
  "total_charge": -1,
  "homo_energy_ev": [-1.3, -4.8]
}

[2]
{
  "formula": "C22H25BrN2O5PbS",
  "method": "the ωB97M-V functional and the def2-TZVPD basis",
  "elements": ["C", "H", "H", "H", "N", "H", "O", "O", "H", "H", "H", "H", "H", "C", "C", "H", "C", "C", "H", "C", "H", "H", "Pb", "N", "H", "H", "C", "C", "H", "S", "C", "H", "H", "H", "C", "H", "Br", "C", "C", "H", "C", "C", "C", "O", "H", "H", "C", "C", "H", "C", "C", "C", "C", "H", "O", "O", "C"],
  "positions_angstrom": [[2.923, 2.008, -1.057], [-1.924, 6.085, 1.659], [-4.203, 0.498, -6.759], [1.542, 5.596, 3.073], [0.254, 2.822, 1.867], [1.118, -1.820, -1.018], [-1.943, 1.345, 0.384], [1.891, 0.355, 0.760], [-1.507, -0.601, -3.056], [-0.477, 6.723, 0.841], [-3.160, -4.268, -0.545], [5.736, 1.331, -0.960], [-0.663, 6.892, 2.600], [4.436, 0.036, 0.225], [-2.213, -2.347, -0.552], [1.069, -4.309, -1.189], [-1.000, -1.706, -0.703], [-1.900, 0.588, -0.594], [6.528, -0.039, -0.209], [-3.325, 0.043, -3.955], [-1.522, 3.622, 0.980], [3.113, 0.270, -2.360], [-0.090, 0.496, 1.845], [-0.185, 4.966, 1.960], [2.232, 2.832, -0.870], [2.114, 2.916, 2.967], [1.274, 3.452, 2.558], [-4.873, 1.413, -2.661], [3.892, 2.452, -1.293], [3.146, 1.238, 0.555], [-4.446, -0.103, -5.885], [-5.018, -0.992, -6.142], [-4.195, 1.818, -0.673], [6.081, 1.351, 0.777], [-3.971, 1.332, -1.612], [-3.133, -1.802, -0.381], [-1.085, -6.304, -1.004], [1.004, 4.780, 2.623], [-2.775, 0.613, -1.731], [2.293, 1.653, -3.064], [0.191, -2.371, -0.917], [-2.432, -0.057, -2.935], [-4.523, 0.757, -3.824], [-0.848, -0.302, -0.545], [4.105, -0.611, -0.587], [1.452, 0.653, -1.876], [5.767, 0.724, -0.057], [-1.049, -4.429, -0.878], [-5.803, 1.957, -2.582], [-2.227, -3.733, -0.649], [-0.854, 6.251, 1.745], [2.417, 1.080, -2.146], [-0.607, 3.777, 1.525], [4.471, -0.553, 1.142], [-3.245, -0.477, -5.202], [-5.212, 0.697, -4.963], [0.159, -3.756, -1.009]],
  "lowdin_charge": [-0.36, 0.10, 0.15, 0.14, -0.13, 0.11, -0.06, -0.75, 0.14, 0.11, 0.12, 0.07, 0.11, -0.37, 0.01, 0.11, -0.27, -0.42, 0.10, -0.19, 0.14, 0.08, 1.59, -0.10, 0.09, 0.11, -0.13, 0.06, 0.09, 0.98, -0.06, 0.15, 0.13, 0.09, 0.02, 0.13, 0.82, -0.02, -0.15, 0.10, 0.00, 0.10, -0.19, -0.11, 0.09, 0.06, -0.11, -0.68, 0.14, -0.09, 0.03, -0.10, -0.13, 0.10, 0.06, 0.09, -0.09],
  "gap_ev": 7.7,
  "e_tot_ev": -122549.2407,
  "total_charge": 2,
  "homo_energy_ev": -13.4,
  "e_above_lowest_kj_mol": 18.8
}

[3]
{
  "formula": "C22H25ClO6PRuS3SeSi",
  "method": "the ωB97M-V functional and the def2-TZVPD basis",
  "elements": ["H", "C", "Si", "H", "H", "C", "C", "Cl", "C", "O", "C", "C", "C", "C", "H", "H", "H", "C", "H", "C", "C", "O", "C", "H", "H", "O", "H", "H", "H", "C", "C", "C", "H", "H", "S", "H", "C", "H", "H", "H", "C", "C", "P", "Ru", "C", "H", "H", "H", "H", "H", "S", "O", "S", "H", "C", "C", "O", "C", "H", "O", "Se"],
  "positions_angstrom": [[1.142, 2.787, 4.267], [-3.797, -0.585, -3.599], [2.203, 3.337, 2.030], [-2.666, 2.671, 0.845], [-1.770, -6.394, 0.233], [1.089, -0.786, -1.557], [1.236, 0.489, -2.066], [-1.725, 3.587, -1.067], [-0.394, -3.582, -1.119], [-2.157, 2.775, 4.316], [2.031, 4.611, 0.676], [4.079, 3.335, 2.279], [-4.068, -0.966, -2.289], [1.978, -1.750, -2.044], [-1.896, -4.894, 2.191], [4.474, 3.039, 1.348], [-4.582, -0.162, -4.240], [2.857, -0.254, -3.735], [-0.012, -3.255, -2.080], [-0.823, -3.288, 1.247], [-2.499, -0.757, -4.132], [-1.542, 1.896, 6.543], [1.101, 3.594, 3.531], [1.432, 4.556, 3.987], [2.835, 5.344, 0.857], [2.599, -1.875, 1.910], [4.321, 4.366, 2.513], [0.022, 3.572, 3.349], [-3.000, 1.802, -0.527], [2.750, -1.536, -3.178], [2.111, 0.812, -3.097], [-1.693, -1.092, -1.916], [0.638, 1.288, -1.579], [4.364, 2.639, 3.057], [2.351, -2.928, 2.922], [2.102, 4.290, -0.375], [-2.148, 2.293, 0.007], [3.427, -2.352, -3.535], [3.380, -0.084, -4.700], [-5.033, -0.880, -1.794], [-2.999, -1.217, -1.444], [-1.537, -4.544, 1.228], [-0.384, -1.060, -0.598], [-0.569, 1.006, 0.325], [-1.439, -1.030, -3.268], [-2.418, -0.517, -5.192], [-0.402, -1.056, -3.577], [-0.446, -5.603, -1.755], [2.233, 1.851, -3.466], [2.079, -2.730, -1.582], [-2.033, -0.172, 1.280], [2.760, -2.719, 4.319], [-2.552, 2.029, 5.459], [1.102, 5.244, 0.787], [-0.504, -2.784, -0.001], [-1.436, -5.364, 0.155], [-0.435, -2.801, 2.345], [-0.741, -4.911, -0.992], [-3.154, -1.487, -0.373], [-3.564, 1.044, 5.496], [1.726, 1.160, 1.372]],
  "lowdin_charge": [0.03, -0.11, 0.15, -0.03, 0.09, -0.41, -0.19, 0.42, -0.17, -0.43, -0.25, -0.24, -0.09, -0.09, 0.10, 0.00, 0.09, -0.09, 0.09, -0.53, -0.08, -0.47, -0.24, 0.03, 0.01, -0.52, 0.01, 0.01, -0.02, -0.11, -0.06, -0.33, 0.04, 0.02, 0.90, 0.02, -0.90, 0.11, 0.09, 0.10, -0.15, -0.04, 0.82, 0.44, -0.08, 0.09, 0.10, 0.07, 0.11, 0.11, 0.37, -0.47, 0.38, 0.04, -0.30, -0.12, -0.14, -0.13, 0.05, -0.42, 0.31],
  "gap_ev": [3.9, 6.1],
  "e_tot_ev": -165624.6414,
  "multiplicity": 6,
  "total_charge": -2,
  "homo_energy_ev": [0.1, -2.4]
}

[4]
{
  "formula": "C22H25CrN8OS2",
  "method": "the ωB97M-V functional and the def2-TZVPD basis",
  "elements": ["S", "H", "H", "C", "S", "H", "C", "C", "C", "N", "C", "C", "N", "C", "C", "H", "H", "H", "H", "N", "H", "N", "O", "C", "N", "C", "C", "C", "H", "H", "H", "H", "H", "H", "C", "C", "C", "C", "H", "H", "Cr", "H", "H", "C", "C", "H", "N", "C", "H", "H", "C", "C", "N", "N", "H", "H", "C", "H", "H"],
  "positions_angstrom": [[-4.044, -0.372, 1.218], [3.125, 3.090, 2.702], [-2.508, 2.254, -0.244], [-5.068, 0.132, -2.160], [-5.018, -1.456, -1.299], [-5.070, 0.952, -1.443], [2.901, 2.832, -0.647], [-2.069, 1.871, -1.149], [-0.946, -2.913, 0.580], [-2.510, -1.769, -0.565], [3.006, -2.877, 1.883], [-1.032, 1.778, 2.211], [-1.099, 0.907, -1.144], [-0.828, 0.632, -2.418], [0.169, -0.371, -2.675], [1.633, 1.429, -1.613], [1.053, 0.107, 2.800], [-1.593, -3.781, 0.577], [-1.487, -0.128, 2.500], [-1.575, 1.400, -3.229], [2.842, -0.797, 1.410], [1.473, 1.232, 0.442], [-1.123, 0.406, 1.779], [2.338, -1.753, 1.450], [0.680, -0.894, -3.802], [1.304, 1.159, 2.909], [1.893, 1.703, 1.638], [1.678, -1.819, -2.087], [-4.228, 0.211, -2.849], [-0.333, 1.587, 4.252], [-1.576, 1.409, -4.237], [4.044, -2.806, 2.176], [0.403, -0.687, -4.749], [0.442, -5.053, 1.522], [3.331, 3.317, 0.581], [-3.609, -1.191, -0.190], [2.327, -4.093, 1.936], [1.010, -4.132, 1.524], [2.824, -4.989, 2.281], [-3.068, 2.902, -2.846], [-0.007, -0.306, 0.158], [2.199, -2.374, -4.173], [0.261, 3.005, 3.386], [0.034, 1.942, 3.288], [0.398, -2.959, 1.091], [2.305, -2.406, -1.437], [1.049, -1.769, 1.072], [1.638, -1.812, -3.447], [-2.010, 2.112, 2.559], [3.269, 3.246, -1.574], [2.815, 2.740, 1.727], [-2.368, 2.193, -2.439], [-1.338, -1.782, 0.081], [0.762, -0.916, -1.614], [2.032, 1.254, 3.714], [4.047, 4.125, 0.644], [1.985, 1.805, -0.665], [-6.001, 0.131, -2.717], [-0.761, 2.346, 1.322]],
  "lowdin_charge": [0.58, 0.14, 0.12, -0.41, 0.79, 0.03, -0.01, -0.07, 0.00, -0.06, -0.01, -0.19, 0.04, -0.24, -0.23, 0.10, 0.09, 0.16, 0.10, 0.17, 0.12, 0.03, -0.21, -0.10, 0.17, -0.13, -0.26, -0.05, 0.01, 0.13, 0.18, 0.13, 0.18, 0.14, 0.00, -1.16, 0.01, 0.03, 0.13, 0.14, 0.88, 0.14, 0.13, -0.12, -0.22, 0.12, 0.00, -0.01, 0.14, 0.12, 0.02, -0.03, -0.10, 0.00, 0.14, 0.13, -0.09, 0.04, 0.11],
  "gap_ev": [3.9, 4.5],
  "e_tot_ev": -87266.0046,
  "multiplicity": 2,
  "total_charge": 2,
  "homo_energy_ev": [-11.8, -11.8],
  "e_above_lowest_kj_mol": 186.5
}